Record 1
Formula: C2H7ClNP
Source: the Open Molecules 2025 dataset
Level of theory: ωB97M-V with the def2-TZVPD basis set

The calculation puts the max |F| at 3.7 eV Å⁻¹. The energy relative to the best compared isomer or geometry (same formula, charge and spin) comes out at 356.35 kJ/mol. The molar mass comes out at 111.51 g/mol. Its HOMO energy (spin up / spin down) is -7.89 / -8.54 eV. The value obtained for the gap between HOMO and LUMO (spin up / spin down) is 7.638 / 8.816 eV.

Geometry (Å):
H 3.019 0.936 0.508
C 1.323 -0.214 -0.777
H -0.909 -0.944 1.192
P 1.670 1.123 0.272
Cl -2.351 -1.164 -1.492
H 1.266 -1.306 -0.678
C -1.460 -0.073 -0.418
H -1.711 0.415 1.550
H 1.369 0.509 1.493
N -1.572 -0.329 0.880
H -1.705 0.997 -0.737
H 1.061 0.051 -1.793

Forces on the atoms, in the same order (eV/Å):
H 0.947 -0.082 0.039
C -1.390 -1.426 -1.690
H 1.579 -2.168 1.235
P -0.485 0.925 0.639
Cl 0.412 -0.171 -0.127
H 0.290 0.550 0.606
C -0.710 2.662 -2.541
H 0.010 0.181 -0.425
H -0.180 -0.120 0.483
N -1.260 1.084 1.546
H 0.597 -1.583 0.419
H 0.192 0.149 -0.183

natural (NBO) population analysis, charges in e, atoms 1 to 2:
1 H -0.025
2 C -0.686

---

Record 2
Formula: C2H7ClNPS
Source: the Open Molecules 2025 dataset
Level of theory: ωB97M-V with the def2-TZVPD basis set

The calculation puts the max |F| at 4.7 eV Å⁻¹. The energy relative to the best compared isomer or geometry (same formula, charge and spin) comes out at 186.59 kJ/mol. The molar mass comes out at 143.58 g/mol. Its HOMO energy is -9.69 eV. The value obtained for the gap between HOMO and LUMO is 9.367 eV.

Geometry (Å):
S -0.687 -1.384 2.499
N -0.983 -1.708 -0.739
H 1.382 2.297 1.036
H 0.130 0.668 -0.751
H -1.595 -2.452 -0.450
H -0.083 1.658 1.804
H 1.332 0.665 1.985
Cl -1.084 -0.378 -4.245
C 0.777 1.294 1.273
C 0.583 0.364 0.116
H 1.752 0.022 -0.084
P -0.387 -1.099 0.564
H -1.137 0.054 -3.010

Forces on the atoms, in the same order (eV/Å):
S 0.318 -0.025 -2.005
N 0.502 0.492 0.849
H -1.010 -2.462 0.194
H -0.782 1.169 -2.172
H -0.490 -0.689 -0.286
H -0.760 -0.143 -0.053
H 0.023 0.810 0.148
Cl -0.024 0.358 0.789
C 1.743 2.251 0.588
C 4.033 -1.933 1.417
H -3.153 0.448 -0.161
P -0.408 0.176 1.479
H 0.009 -0.450 -0.786

natural (NBO) population analysis, charges in e, atoms 1 to 2:
1 S -0.485
2 N -1.141

---

Record 3
Formula: C2H7ClOP
Source: the Open Molecules 2025 dataset
Level of theory: ωB97M-V with the def2-TZVPD basis set

The calculation puts the max |F| at 5.7 eV Å⁻¹. The energy relative to the best compared isomer or geometry (same formula, charge and spin) comes out at 103.24 kJ/mol. The molar mass comes out at 113.50 g/mol. As for the total charge: +1. Its HOMO energy is -16.75 eV. The value obtained for the gap between HOMO and LUMO is 12.927 eV.

Geometry (Å):
H 0.349 2.139 -0.834
C -0.742 -1.085 0.961
Cl -1.190 -0.379 -2.142
O 1.342 -0.812 -0.860
P -0.064 -0.206 -0.490
H 0.163 -1.315 1.692
H -1.537 -0.540 1.293
H 1.731 -0.570 -1.721
C 0.253 1.533 0.078
H -1.052 -2.014 0.751
H 1.180 1.511 0.513
H -0.434 1.738 0.760

Forces on the atoms, in the same order (eV/Å):
H -0.534 0.258 0.551
C 5.351 0.881 -0.168
Cl 0.221 0.290 0.894
O -0.158 -0.230 -0.080
P 0.459 0.578 0.878
H -1.849 1.200 -1.173
H -1.889 1.688 1.460
H -0.096 -0.119 0.257
C 0.623 -2.336 -5.156
H -1.329 -3.494 -1.289
H 2.468 -0.297 1.219
H -3.267 1.580 2.609

natural (NBO) population analysis, charges in e, atoms 1 to 2:
1 H 0.276
2 C -0.947

---

Record 4
Formula: C2H7FN2
Source: the Open Molecules 2025 dataset
Level of theory: ωB97M-V with the def2-TZVPD basis set

The calculation puts the max |F| at 2.8 eV Å⁻¹. The energy relative to the best compared isomer or geometry (same formula, charge and spin) comes out at 73.74 kJ/mol. The molar mass comes out at 78.09 g/mol. Its HOMO energy is -10.10 eV. The value obtained for the gap between HOMO and LUMO is 11.082 eV.

Geometry (Å):
H 0.147 0.327 -1.977
N 0.235 -0.546 -1.372
N -0.040 -1.165 0.846
C 0.141 -0.192 -0.060
H -0.205 -0.857 1.745
H -0.658 1.272 1.282
C -0.749 0.986 0.213
H 0.945 -1.202 -1.617
H -1.824 0.751 0.019
H -0.342 1.934 -0.261
H 0.685 -1.875 0.865
F 1.665 0.567 0.318

Forces on the atoms, in the same order (eV/Å):
H 0.667 -2.090 0.937
N -0.916 2.151 -1.298
N 0.958 -2.514 -0.916
C 0.870 2.343 0.101
H -0.351 0.910 2.074
H -0.114 -0.498 -0.460
C -0.053 1.719 0.545
H 0.432 -0.134 -0.254
H 0.939 0.347 -0.187
H -0.814 -1.365 -0.041
H -0.212 -0.006 -0.200
F -1.408 -0.863 -0.302

natural (NBO) population analysis, charges in e, atoms 1 to 2:
1 H 0.396
2 N -0.808

---

Record 5
Formula: C2H7FN3
Source: the Open Molecules 2025 dataset
Level of theory: ωB97M-V with the def2-TZVPD basis set

The calculation puts the max |F| at 3.9 eV Å⁻¹. The energy relative to the best compared isomer or geometry (same formula, charge and spin) comes out at 98.84 kJ/mol. The molar mass comes out at 92.10 g/mol. As for the total charge: +1. Its HOMO energy is -15.17 eV. The SMILES is [H]/N=C(/CF)N[NH3+]. The value obtained for the gap between HOMO and LUMO is 10.854 eV.

Geometry (Å):
N 0.015 0.044 1.627
H -0.823 0.562 1.925
N -1.232 1.287 -0.590
C 1.335 -1.351 0.204
H 0.812 -2.308 0.350
H -2.215 1.218 -1.083
H 2.147 -1.287 0.962
N -0.319 0.094 -0.735
H -1.151 1.250 0.517
C 0.332 -0.311 0.459
H -0.805 2.141 -0.946
F 1.763 -1.402 -1.117
H 0.140 0.063 -1.572

Forces on the atoms, in the same order (eV/Å):
N 0.059 -0.223 0.138
H 0.520 -0.243 -0.275
N 0.541 -2.093 0.885
C 0.805 -1.786 0.397
H 0.132 0.153 0.262
H 2.174 -0.511 1.619
H -0.301 0.079 -0.879
N -3.028 1.450 1.947
H -1.139 0.809 -1.951
C -1.691 1.658 -0.100
H 0.328 0.082 0.108
F 0.091 0.693 0.499
H 1.510 -0.068 -2.651

natural (NBO) population analysis, charges in e, atoms 1 to 2:
1 N -0.647
2 H 0.366

---

Record 6
Formula: C2H7FNO
Source: the Open Molecules 2025 dataset
Level of theory: ωB97M-V with the def2-TZVPD basis set

The calculation puts the max |F| at 6.2 eV Å⁻¹. The energy relative to the best compared isomer or geometry (same formula, charge and spin) comes out at 211.94 kJ/mol. The molar mass comes out at 80.08 g/mol. As for the total charge: +1. Its HOMO energy (spin up / spin down) is -13.12 / -13.12 eV. The value obtained for the gap between HOMO and LUMO (spin up / spin down) is 9.089 / 9.092 eV.

Geometry (Å):
H -1.014 -1.812 -0.263
H -1.058 0.482 -1.128
O 1.656 1.133 -0.244
H 1.963 1.412 0.663
N -1.366 0.507 -0.089
C -0.824 -0.859 0.345
H 1.156 -0.626 -1.191
H -0.841 -1.030 1.498
H -0.967 1.236 0.409
F 2.240 -0.857 0.479
H -2.392 0.578 -0.170
C 1.447 -0.163 -0.310

Forces on the atoms, in the same order (eV/Å):
H -0.283 2.102 0.575
H -0.498 0.983 2.078
O -0.545 0.257 0.626
H -0.164 -0.472 -1.076
N -1.161 -4.388 -4.256
C 2.844 -0.073 1.818
H 0.157 -0.323 -1.796
H -0.287 0.550 -2.353
H 0.968 1.834 1.066
F -0.239 -0.150 -0.214
H 0.223 0.179 0.592
C -1.016 -0.499 2.940

natural (NBO) population analysis, charges in e, atoms 1 to 2:
1 H 0.247
2 H 0.445

---

Record 7
Formula: C2H7N
Source: the Open Molecules 2025 dataset
Level of theory: ωB97M-V with the def2-TZVPD basis set

The calculation puts the max |F| at 0.3 eV Å⁻¹. The energy relative to the best compared isomer or geometry (same formula, charge and spin) comes out at 78.93 kJ/mol. The molar mass comes out at 45.09 g/mol. Its HOMO energy is -10.26 eV. The SMILES is C=N.C. The value obtained for the gap between HOMO and LUMO is 11.373 eV.

Geometry (Å):
H 0.213 2.960 0.754
H -0.341 -1.702 0.855
C -0.201 -1.943 -1.009
H 0.435 -1.985 -1.891
C 0.204 1.880 0.611
H -0.622 1.458 1.178
H -1.273 -2.097 -1.134
H 1.146 1.482 0.978
N 0.355 -1.717 0.104
H 0.083 1.663 -0.446

Forces on the atoms, in the same order (eV/Å):
H -0.055 -0.014 -0.020
H 0.101 0.017 -0.064
C 0.231 0.055 0.209
H -0.117 -0.025 -0.104
C 0.020 0.315 0.114
H -0.015 -0.061 -0.010
H -0.022 -0.015 -0.097
H 0.014 -0.149 -0.058
N -0.186 -0.031 0.057
H 0.029 -0.092 -0.027

natural (NBO) population analysis, charges in e, atoms 1 to 2:
1 H 0.209
2 H 0.328

---

Record 8
Formula: C2H7N2
Source: the Open Molecules 2025 dataset
Level of theory: ωB97M-V with the def2-TZVPD basis set

The calculation puts the max |F| at 5.1 eV Å⁻¹. The energy relative to the best compared isomer or geometry (same formula, charge and spin) comes out at 663.71 kJ/mol. The molar mass comes out at 59.09 g/mol. As for the total charge: +1. Its HOMO energy is -13.29 eV. The value obtained for the gap between HOMO and LUMO is 3.851 eV.

Geometry (Å):
C -1.275 0.512 -1.144
H 2.307 0.438 1.142
H -3.190 -0.166 -1.024
N 2.900 0.379 1.957
C -0.411 -0.108 -0.403
H -2.155 -1.154 -1.921
N -2.429 -0.194 -1.705
H 2.432 -0.055 2.739
H -0.544 -1.142 0.001
H -1.416 1.556 -1.393
H 3.782 -0.067 1.751

Forces on the atoms, in the same order (eV/Å):
C 0.176 3.009 -0.357
H 0.080 0.016 -0.020
H -0.142 -0.123 -0.146
N -0.108 0.195 0.040
C -4.118 -2.642 -1.266
H -0.545 -0.081 -0.101
N 1.787 -1.209 1.085
H 0.051 -0.065 -0.043
H 1.997 0.702 0.606
H 0.907 0.307 0.234
H -0.086 -0.109 -0.031

natural (NBO) population analysis, charges in e, atoms 1 to 2:
1 C -0.131
2 H 0.338

---

Record 9
Formula: C2H7N2
Source: the Open Molecules 2025 dataset
Level of theory: ωB97M-V with the def2-TZVPD basis set

The calculation puts the max |F| at 5.3 eV Å⁻¹. The energy relative to the best compared isomer or geometry (same formula, charge and spin) comes out at 550.46 kJ/mol. The molar mass comes out at 59.09 g/mol. As for the total charge: +1. Its HOMO energy (spin up / spin down) is -15.61 / -14.75 eV. The value obtained for the gap between HOMO and LUMO (spin up / spin down) is 10.136 / 9.093 eV.

Geometry (Å):
H 1.044 0.096 -1.325
H 0.569 -1.988 -0.773
H -0.242 0.980 1.368
N 0.777 0.099 -0.262
H -0.072 1.979 -0.176
C -0.307 0.971 0.292
N -1.481 0.391 -0.344
H 1.717 0.207 0.197
C 0.206 -1.181 -0.012
H 0.134 -1.784 0.867
H -2.346 0.229 0.167

Forces on the atoms, in the same order (eV/Å):
H -1.370 0.838 2.137
H -1.078 1.758 0.789
H 0.215 -0.123 0.353
N 2.257 -0.431 -0.405
H -0.780 -0.641 1.033
C -0.339 2.190 -2.229
N 1.725 -1.133 -0.616
H -0.835 0.190 -0.083
C 0.071 -4.224 -3.199
H -0.147 1.184 1.516
H 0.279 0.392 0.704

natural (NBO) population analysis, charges in e, atoms 1 to 2:
1 H 0.477
2 H 0.218

---

Record 10
Formula: C2H7N2O
Source: the Open Molecules 2025 dataset
Level of theory: ωB97M-V with the def2-TZVPD basis set

The calculation puts the max |F| at 0.7 eV Å⁻¹. The energy relative to the best compared isomer or geometry (same formula, charge and spin) comes out at 0.00 kJ/mol. The molar mass comes out at 75.09 g/mol. As for the total charge: -1. Its HOMO energy is -2.89 eV. The value obtained for the gap between HOMO and LUMO is 7.224 eV.

Geometry (Å):
N 2.031 0.427 -1.483
O -1.214 -0.478 1.592
H -2.725 -1.158 0.388
C 1.308 0.748 -0.438
H -1.116 -1.169 -0.358
H -0.252 -0.255 1.466
H 1.942 -0.659 0.640
N 1.281 0.116 0.732
H 1.867 1.072 -2.250
H 0.639 1.623 -0.468
H -1.985 0.354 -0.144
C -1.776 -0.621 0.323

Forces on the atoms, in the same order (eV/Å):
N 0.170 -0.067 -0.214
O -0.498 -0.232 0.503
H -0.046 -0.067 0.129
C 0.012 -0.174 0.393
H -0.003 0.003 -0.022
H 0.345 0.213 -0.398
H -0.045 -0.022 0.099
N 0.096 0.045 -0.197
H -0.106 0.112 0.092
H -0.056 0.042 -0.108
H 0.001 -0.039 -0.042
C 0.129 0.184 -0.235

natural (NBO) population analysis, charges in e, atoms 1 to 2:
1 N -0.920
2 O -0.802

---

Record 11
Formula: C2H7N2O
Source: the Open Molecules 2025 dataset
Level of theory: ωB97M-V with the def2-TZVPD basis set

The calculation puts the max |F| at 2.8 eV Å⁻¹. The energy relative to the best compared isomer or geometry (same formula, charge and spin) comes out at 101.64 kJ/mol. The molar mass comes out at 75.09 g/mol. As for the total charge: +1. Its HOMO energy is -14.73 eV. The value obtained for the gap between HOMO and LUMO is 9.601 eV.

Geometry (Å):
H 0.556 -2.161 -0.611
H -2.065 -1.975 0.670
O 0.029 -0.565 0.493
H 0.541 1.215 -1.209
C -0.242 -1.605 -0.121
H 1.218 2.944 -1.036
H -1.362 -3.136 -0.476
N 0.581 1.974 0.646
H 0.959 2.549 1.393
H 0.244 0.994 0.875
C 0.948 1.997 -0.580
N -1.404 -2.231 -0.045

Forces on the atoms, in the same order (eV/Å):
H -0.008 0.056 -0.658
H -0.274 -0.077 -0.154
O -0.242 -0.138 -0.603
H 0.525 -0.326 0.034
C 0.554 0.531 1.739
H 0.984 -0.196 0.075
H -0.820 -0.354 0.167
N 1.243 -2.340 -0.345
H -0.357 0.580 -0.292
H -0.097 0.624 0.374
C -2.205 1.796 0.153
N 0.698 -0.155 -0.490

natural (NBO) population analysis, charges in e, atoms 1 to 2:
1 H 0.149
2 H 0.426

---

Record 12
Formula: C2H7N2O
Source: the Open Molecules 2025 dataset
Level of theory: ωB97M-V with the def2-TZVPD basis set

The calculation puts the max |F| at 3.3 eV Å⁻¹. The energy relative to the best compared isomer or geometry (same formula, charge and spin) comes out at 499.42 kJ/mol. The molar mass comes out at 75.09 g/mol. As for the total charge: +1. Its HOMO energy (spin up / spin down) is -13.07 / -13.07 eV. The value obtained for the gap between HOMO and LUMO (spin up / spin down) is 6.734 / 6.729 eV.

Geometry (Å):
O -1.352 -1.868 2.069
H -1.571 -2.121 -0.011
H 1.521 -0.728 0.099
N 0.751 1.170 -0.008
C -1.237 -1.894 0.948
H -0.977 0.539 -1.087
H 1.201 -0.207 1.450
N 0.840 -0.186 0.522
H 0.303 1.641 0.841
H -0.127 2.149 -1.580
C 0.058 1.092 -1.265
H 0.591 0.414 -1.978

Forces on the atoms, in the same order (eV/Å):
O 0.316 -0.201 -1.105
H -0.207 -0.452 -1.956
H 1.644 -0.979 -2.110
N 0.453 -1.353 2.784
C 0.639 1.442 2.948
H 1.503 1.165 -0.509
H -0.017 0.741 1.225
N -2.244 0.210 0.564
H 0.295 -0.122 -2.403
H 0.222 -1.180 -0.312
C -2.500 -0.421 0.400
H -0.105 1.149 0.474

natural (NBO) population analysis, charges in e, atoms 1 to 2:
1 O -0.234
2 H 0.266